Entry 1:
# C28H29NO4S2

The molecule C28H29NO4S2 at a distorted geometry (ωB97M-V/def2-TZVPD, the OMol25 dataset).

Last column: natural (NBO) charge in e.
Element x y z (Å)
1 C 3.0139 -6.1253 1.3247  -0.20
2 C 3.5005 -5.3824 0.2443  -0.23
3 C 3.3144 -3.9932 0.2096  -0.17
4 C 2.5943 -3.3766 1.2241  -0.19
5 S 2.2746 -1.5635 1.1270  2.10
6 C 0.8085 -1.0152 0.0095  -0.87
7 C 0.2462 0.4111 0.0306  -0.46
8 S 0.0628 -2.4051 -0.6956  2.17
9 C -0.7728 -3.3806 0.5395  -0.23
10 C -0.6291 -4.7743 0.4792  -0.22
11 C -1.3363 -5.5707 1.3741  -0.21
12 C -2.2516 -5.0068 2.2554  -0.21
13 C -2.4155 -3.6122 2.3001  -0.22
14 C -1.6439 -2.8037 1.4574  -0.21
15 O -1.0197 -2.0184 -1.5670  -1.00
16 O 1.0903 -3.2166 -1.3003  -0.97
17 O 2.0133 -1.1342 2.4970  -0.97
18 O 3.4355 -1.0690 0.4301  -0.97
19 C 2.2196 -4.0745 2.3552  -0.23
20 C 2.3895 -5.4637 2.3879  -0.23
21 H 3.1362 -7.2266 1.3377  0.21
22 H 4.0167 -5.8850 -0.5748  0.22
23 H 3.7217 -3.4337 -0.6200  0.25
24 H -0.7227 0.3885 0.5834  0.21
25 H 0.9882 0.8136 0.7252  0.25
26 H 0.0473 -5.1872 -0.2718  0.25
27 H -1.1763 -6.6577 1.3400  0.21
28 H -2.8474 -5.6376 2.9000  0.21
29 H -3.1499 -3.1693 2.9622  0.21
30 H -1.7363 -1.7137 1.4918  0.22
31 H 1.7647 -3.5546 3.1810  0.24
32 H 2.0337 -6.0281 3.2381  0.21
33 C 0.6782 6.1887 0.8745  -0.42
34 C 1.7770 6.0578 -0.1752  -0.41
35 C 1.6991 4.6236 -0.7561  -0.21
36 N 0.3898 4.0301 -0.2955  -0.41
37 C -0.2305 2.9080 -0.7467  0.54
38 C 0.4999 1.5229 -0.9800  -0.27
39 C 0.1297 1.0572 -2.3679  -0.39
40 C -1.3548 0.7164 -2.3446  -0.48
41 C -2.2065 1.8524 -1.8610  0.13
42 C -1.6133 3.0024 -1.2387  -0.14
43 C -2.3690 4.2145 -1.3853  -0.15
44 C -3.7714 4.1522 -1.5384  -0.26
45 C -4.3948 2.9143 -1.7931  -0.13
46 C -3.5993 1.7934 -2.0096  -0.24
47 C -0.2425 4.9533 0.7140  -0.21
48 H 1.0681 6.2399 1.8986  0.23
49 H 0.0819 7.0917 0.7092  0.22
50 H 1.6196 6.7803 -0.9839  0.22
51 H 2.7620 6.2713 0.2504  0.24
52 H 1.7807 4.6487 -1.8532  0.22
53 H 2.5293 4.0263 -0.3707  0.22
54 H 1.5585 1.8469 -0.9962  0.23
55 H 0.2078 1.8336 -3.1323  0.19
56 H 0.7179 0.1979 -2.6415  0.26
57 H -1.7522 0.4259 -3.3379  0.24
58 H -1.5158 -0.1203 -1.6597  0.30
59 H -1.8882 5.1975 -1.3060  0.21
60 H -4.3671 5.0667 -1.4772  0.23
61 H -5.4943 2.8633 -1.8947  0.23
62 H -4.0687 0.8357 -2.3284  0.24
63 H -0.3567 4.3821 1.6595  0.22
64 H -1.2446 5.2914 0.3919  0.22

Results
* E_LUMO: -2.364 eV
* 2S+1: 1
* energy relative to the best compared isomer or geometry (same formula, charge and spin): 3.641 eV

Entry 2:
# C28H30AsCl3F6N3O9PS2Tl

C28H30AsCl3F6N3O9PS2Tl as an isolated structure (ωB97M-V/def2-TZVPD, the OMol25 dataset).

Last column: Löwdin charge in e.
Element x y z (Å)
1 Tl -1.3216 -0.0352 -0.3534  0.99
2 N -2.1930 0.8296 1.5432  0.00
3 C -2.4645 2.2798 1.4919  -0.19
4 C -3.4187 2.6556 0.3572  -0.09
5 C -2.7475 2.8352 -0.9999  -0.66
6 O -2.9125 3.8850 -1.6125  0.02
7 O -2.0474 1.8490 -1.4346  -0.15
8 H -3.0558 0.3034 1.6582  0.10
9 H -1.5797 0.5981 2.3248  0.04
10 H -1.5045 2.7886 1.3782  0.11
11 H -2.8874 2.5940 2.4494  0.12
12 H -3.9105 3.5966 0.5979  0.11
13 H -4.1924 1.8871 0.2579  0.12
14 F -1.2992 -3.7151 5.0493  0.12
15 C -1.8776 -2.5493 4.7380  -0.68
16 F -2.4163 -2.6536 3.5227  0.12
17 F -2.8588 -2.3231 5.6177  0.13
18 S -0.6669 -1.1594 4.8361  0.59
19 O -1.3823 -0.0153 4.3379  -0.29
20 O -0.2578 -1.1677 6.2078  -0.27
21 N 0.4494 -1.7388 3.8802  -0.28
22 S 1.2415 -0.9293 2.8036  0.57
23 O 1.9528 -1.8284 1.9420  -0.29
24 O 0.5488 0.1829 2.2147  -0.31
25 C 2.5735 -0.1171 3.7857  -0.67
26 F 2.0459 0.6941 4.7037  0.13
27 F 3.3388 -1.0184 4.4012  0.14
28 F 3.3532 0.6126 2.9769  0.13
29 C -2.5325 -4.6914 0.2942  -0.20
30 As -0.9966 -3.5435 0.4240  1.03
31 C -0.0439 -3.5730 -1.2388  -0.19
32 C 0.1111 -4.4134 1.7293  -0.19
33 O -1.4288 -2.0088 0.9069  -0.54
34 H -2.1996 -5.7267 0.2166  0.04
35 H -3.1191 -4.4135 -0.5766  0.00
36 H -3.1225 -4.5588 1.2000  0.03
37 H 0.5428 -4.4890 -1.3074  0.04
38 H 0.6003 -2.6921 -1.2567  0.00
39 H -0.7607 -3.5008 -2.0528  0.03
40 H 0.2413 -5.4539 1.4291  0.04
41 H -0.3804 -4.3642 2.6988  0.02
42 H 1.0683 -3.9049 1.7953  0.02
43 Cl -5.4697 -2.5524 0.6732  0.60
44 C -5.2077 -2.1707 -1.0496  -1.49
45 Cl -5.5168 -3.6238 -2.0104  0.60
46 Cl -6.3270 -0.8961 -1.5470  0.61
47 C -3.7216 -1.6781 -1.1908  -0.82
48 O -3.5257 -0.5795 -0.6080  -0.13
49 O -2.9283 -2.3884 -1.7881  -0.03
50 N 0.4701 -0.2934 -1.2926  -0.31
51 P 1.3702 0.9249 -1.6595  0.76
52 C 3.1098 0.5376 -1.2949  -0.29
53 C 3.4036 -0.7102 -0.7622  -0.07
54 C 4.7073 -1.0228 -0.3957  -0.07
55 C 5.7179 -0.0903 -0.5633  -0.09
56 C 5.4287 1.1628 -1.0935  -0.09
57 C 4.1288 1.4774 -1.4520  -0.10
58 C 1.3029 1.3667 -3.4249  -0.26
59 C 0.0425 1.6319 -3.9670  -0.08
60 C -0.0849 1.9342 -5.3134  -0.07
61 C 1.0350 1.9585 -6.1351  -0.10
62 C 2.2852 1.6781 -5.6062  -0.09
63 C 2.4196 1.3845 -4.2551  -0.08
64 C 1.1243 2.4862 -0.7520  -0.27
65 C 1.6288 2.5561 0.5475  -0.09
66 C 1.3734 3.6624 1.3417  -0.08
67 C 0.6053 4.7080 0.8456  -0.09
68 C 0.0932 4.6435 -0.4427  -0.08
69 C 0.3531 3.5385 -1.2411  -0.07
70 H 2.5946 -1.4090 -0.6013  0.08
71 H 4.9216 -1.9884 0.0440  0.10
72 H 6.7321 -0.3304 -0.2688  0.10
73 H 6.2146 1.8983 -1.2116  0.10
74 H 3.8997 2.4646 -1.8377  0.11
75 H -0.8359 1.6080 -3.3294  0.09
76 H -1.0649 2.1490 -5.7198  0.11
77 H 0.9310 2.1904 -7.1879  0.10
78 H 3.1601 1.6825 -6.2446  0.10
79 H 3.3993 1.1553 -3.8569  0.09
80 H 2.2095 1.7361 0.9459  0.09
81 H 1.7627 3.6978 2.3516  0.11
82 H 0.3946 5.5677 1.4701  0.10
83 H -0.5385 5.4335 -0.8268  0.11
84 H -0.0874 3.4922 -2.2269  0.10

Results
* E_LUMO: 2.319 eV
* net charge: -1
* 2S+1: 1
* energy relative to the best compared isomer or geometry (same formula, charge and spin): 0.000 eV

Entry 3:
# C28H30AsORh

C28H30AsORh as an isolated structure (ωB97M-V/def2-TZVPD, the OMol25 dataset).

Last column: natural (NBO) charge in e.
Element x y z (Å)
1 Rh 0.0981 -0.1737 0.1024  1.21
2 C 1.5097 -1.2994 1.6329  0.07
3 C 0.9612 -2.1493 0.6119  -0.14
4 C 1.6243 -1.8233 -0.6300  0.01
5 C 2.5479 -0.7707 -0.3756  0.03
6 C 2.4882 -0.4523 1.0206  0.04
7 C 3.3248 0.5298 1.7531  -0.68
8 C 3.4234 -0.1438 -1.4001  -0.67
9 C 1.4160 -2.5205 -1.9321  -0.67
10 C 0.0396 -3.3120 0.8041  -0.66
11 C 1.2376 -1.3551 3.0981  -0.69
12 H 2.7477 1.0587 2.5122  0.25
13 H 3.7840 1.2552 1.0865  0.24
14 H 4.1272 0.0010 2.2776  0.27
15 H 4.0640 -0.9003 -1.8586  0.26
16 H 4.0585 0.6311 -0.9790  0.25
17 H 2.8336 0.3051 -2.2007  0.24
18 H 1.2099 -3.5787 -1.7746  0.26
19 H 2.2976 -2.4312 -2.5645  0.25
20 H 0.5698 -2.1082 -2.4894  0.25
21 H 0.6170 -4.2396 0.7684  0.27
22 H -0.7116 -3.3753 0.0155  0.25
23 H -0.4719 -3.2741 1.7628  0.25
24 H 2.1787 -1.4664 3.6397  0.26
25 H 0.5955 -2.1914 3.3610  0.25
26 H 0.7702 -0.4382 3.4633  0.25
27 O -0.0978 1.5512 -0.7657  -1.15
28 As 0.0855 2.9164 -1.8072  1.97
29 C 1.9425 3.2994 -1.8467  -0.36
30 C 2.5955 3.5382 -0.6369  -0.24
31 C 3.9465 3.8449 -0.6460  -0.20
32 C 4.6357 3.9081 -1.8529  -0.16
33 C 3.9793 3.6770 -3.0531  -0.20
34 C 2.6234 3.3768 -3.0574  -0.21
35 C -0.9097 4.3287 -1.0459  -0.36
36 C -0.3407 5.5914 -0.9118  -0.22
37 C -1.1033 6.6177 -0.3736  -0.19
38 C -2.4109 6.3763 0.0220  -0.15
39 C -2.9734 5.1126 -0.1182  -0.19
40 C -2.2264 4.0797 -0.6569  -0.22
41 C -0.5656 2.4219 -3.5134  -0.36
42 C -0.1612 1.2070 -4.0678  -0.23
43 C -0.6263 0.8439 -5.3192  -0.19
44 C -1.4877 1.6906 -6.0091  -0.16
45 C -1.8862 2.8970 -5.4546  -0.19
46 C -1.4276 3.2713 -4.1988  -0.20
47 H 2.0502 3.5046 0.3003  0.23
48 H 4.4614 4.0534 0.2826  0.24
49 H 5.6886 4.1560 -1.8567  0.24
50 H 4.5177 3.7462 -3.9883  0.24
51 H 2.1056 3.2185 -3.9953  0.24
52 H 0.6773 5.7805 -1.2287  0.23
53 H -0.6765 7.6051 -0.2662  0.24
54 H -3.0007 7.1806 0.4404  0.24
55 H -3.9948 4.9361 0.1897  0.24
56 H -2.6641 3.0946 -0.7710  0.23
57 H 0.5121 0.5498 -3.5285  0.21
58 H -0.3185 -0.0932 -5.7626  0.23
59 H -1.8479 1.4056 -6.9882  0.24
60 H -2.5546 3.5498 -5.9985  0.24
61 H -1.7363 4.2147 -3.7662  0.24

Results
* <S²>: 6.01
* E_LUMO (alpha / beta): -5.763 / -8.324 eV
* net charge: +2
* 2S+1: 5
* energy relative to the best compared isomer or geometry (same formula, charge and spin): 0.000 eV